# 1
Density functional theory data (wB97M-V/def2-TZVPD) for the ion C6H12N with charge +1 in a non-equilibrium geometry.

As for the SMILES: C=C1C[C@H](C)[C@H]1[NH3+]. As for the charge: +1. The calculation puts the energy at -290.23200 a.u. The gap between HOMO and LUMO comes out at 0.383 hartree. As for the spin multiplicity: 1.

Structure (XYZ):
```
19
C6H12N | OMol25 | wB97M-V/def2-TZVPD
C 0.36 0.59 -1.01
C 1.03 0.85 -2.07
C -1.04 0.94 -0.43
C 0.61 -0.40 0.11
C -0.81 -0.06 0.70
C -0.79 0.56 2.01
N 0.84 -1.79 -0.35
H 1.99 0.40 -2.16
H 0.79 1.70 -2.87
H -1.33 1.92 -0.03
H -1.72 0.53 -1.15
H 1.50 0.01 0.72
H -1.56 -0.93 0.63
H 0.04 1.33 2.24
H -0.79 -0.25 2.86
H -1.70 0.99 2.31
H 1.82 -2.21 -0.20
H 0.59 -1.81 -1.44
H 0.16 -2.37 0.15
```

# 2
Density functional theory data (wB97M-V/def2-TZVPD) for the ion C6H12N with charge +2 in a non-equilibrium geometry.

As for the charge: +2. As for the expectation value of S²: 0.756. The calculation puts the energy at -289.81041 a.u. The gap between HOMO and LUMO (alpha / beta) comes out at 0.386 / 0.240 hartree. As for the spin multiplicity: 2.

Structure (XYZ):
```
19
C6H12N | OMol25 | wB97M-V/def2-TZVPD
C -0.19 -0.65 -2.23
C 0.54 0.47 -1.50
C -0.06 0.84 -0.17
C 0.51 0.73 1.03
C -0.03 1.08 2.32
C -0.91 0.26 3.03
N 0.11 -2.01 -1.64
H -0.06 -0.70 -3.30
H -1.27 -0.53 -2.11
H 1.63 0.33 -1.46
H 0.48 1.35 -2.16
H -1.08 1.23 -0.27
H 1.58 0.48 1.09
H 0.26 2.01 2.81
H -1.17 -0.76 2.75
H -1.39 0.58 3.96
H 1.10 -2.24 -1.73
H -0.38 -2.77 -2.12
H -0.15 -2.08 -0.65
```

# 3
Density functional theory data (wB97M-V/def2-TZVPD) for a cluster of 2 separate species, C6H12N2 in total in a non-equilibrium geometry.

As for the SMILES: C=N[C@H]1CN1.C=CC. As for the charge: 0. The calculation puts the energy at -345.20739 a.u. The gap between HOMO and LUMO comes out at 0.388 hartree. As for the spin multiplicity: 1.

Structure (XYZ):
```
20
C6H12N2 | OMol25 | wB97M-V/def2-TZVPD
C -1.20 0.34 2.39
C 0.28 0.62 -0.91
C -1.64 -0.27 1.10
C -2.87 -0.37 0.66
H -0.41 1.07 2.21
H -2.04 0.84 2.88
H -0.76 -0.59 0.41
H -0.74 0.83 -1.21
H 0.73 1.09 -0.05
H -0.80 -0.42 3.06
H -3.12 -0.93 -0.22
H -3.69 0.11 1.17
C 1.08 -0.49 -1.62
C 3.19 -0.58 -0.65
N 2.08 -1.15 -0.85
N 1.28 0.82 -2.12
H 0.80 0.99 -3.00
H 0.46 -1.22 -2.15
H 3.92 -1.11 -0.06
H 3.45 0.40 -1.04
```

# 4
Density functional theory data (wB97M-V/def2-TZVPD) for a cluster of 2 separate species, C6H12N2 in total in a non-equilibrium geometry.

As for the SMILES: Cc1c[nH]cn1.CC. As for the charge: 0. The calculation puts the energy at -345.31889 a.u. The gap between HOMO and LUMO comes out at 0.353 hartree. As for the spin multiplicity: 1.

Structure (XYZ):
```
20
C6H12N2 | OMol25 | wB97M-V/def2-TZVPD
C -0.71 -3.86 -0.82
C 0.76 -3.43 -1.06
H -1.34 -3.47 -1.62
H -0.76 -4.94 -0.71
H -1.07 -3.43 0.11
H 0.83 -2.79 -1.95
H 1.15 -2.78 -0.27
H 1.42 -4.29 -1.16
C 0.28 -0.01 1.91
C 1.03 1.75 0.17
C 0.11 1.06 0.89
C -0.98 2.29 -0.49
N 0.32 2.50 -0.74
N -1.16 1.42 0.46
H 2.10 1.65 0.18
H 0.68 3.28 -1.27
H 1.30 -0.01 2.29
H 0.03 -1.00 1.51
H -1.84 2.73 -0.97
H -0.43 0.15 2.72
```

# 5
Density functional theory data (wB97M-V/def2-TZVPD) for an isolated molecule of C6H12N2 in a non-equilibrium geometry.

As for the SMILES: C1C[C@H]2CNC[C@@H]1N2. As for the charge: 0. The calculation puts the energy at -345.10307 a.u. The gap between HOMO and LUMO comes out at 0.356 hartree. As for the spin multiplicity: 1.

Structure (XYZ):
```
20
C6H12N2 | OMol25 | wB97M-V/def2-TZVPD
C 1.09 -1.19 1.06
C 0.09 -0.37 2.02
C -0.55 0.48 0.71
C -0.85 1.70 -0.29
C 0.78 0.28 -1.35
C 0.52 -1.13 -0.48
H 2.16 -0.92 0.92
H 1.38 -2.25 1.18
H -0.77 -0.95 2.44
H 0.53 0.07 2.86
H 0.56 0.76 0.40
H -1.92 1.89 -0.27
H -0.33 2.65 0.09
H -1.14 0.64 -2.12
H 0.93 -0.06 -2.35
H 1.68 0.79 -1.26
H 0.68 -1.97 -1.11
H -1.24 -1.49 0.53
N -0.38 1.17 -1.52
N -0.90 -0.85 -0.09
```

# 6
Density functional theory data (wB97M-V/def2-TZVPD) for a cluster of 2 separate species, C6H12N2 in total in a non-equilibrium geometry.

As for the SMILES: C=C(C)N.C=CN=C. As for the charge: 0. The calculation puts the energy at -345.23924 a.u. The gap between HOMO and LUMO comes out at 0.342 hartree. As for the spin multiplicity: 1.

Structure (XYZ):
```
20
C6H12N2 | OMol25 | wB97M-V/def2-TZVPD
C 1.69 -0.72 -1.52
C 0.39 -0.45 -2.22
C 0.11 -0.93 -3.47
N -0.47 0.39 -1.49
H 1.50 -1.28 -0.57
H 2.23 0.20 -1.23
H 2.32 -1.36 -2.17
H -0.93 -0.83 -3.87
H 0.76 -1.57 -4.01
H 0.01 1.22 -1.21
H -1.29 0.72 -2.05
C 0.30 0.60 2.32
C 0.58 -0.43 3.15
C -1.83 0.55 1.53
N -0.96 1.22 2.21
H 1.05 1.10 1.69
H -0.21 -0.86 3.80
H 1.65 -0.73 3.29
H -2.80 0.99 1.44
H -1.70 -0.54 1.16
```

# 7
Density functional theory data (wB97M-V/def2-TZVPD) for an isolated molecule of C6H12N2 in a non-equilibrium geometry.

As for the SMILES: CC(C)=C(C)/N=C\N. As for the charge: 0. The calculation puts the energy at -345.27162 a.u. The gap between HOMO and LUMO comes out at 0.321 hartree. As for the spin multiplicity: 1.

Structure (XYZ):
```
20
C6H12N2 | OMol25 | wB97M-V/def2-TZVPD
C 1.40 0.18 1.57
C -0.88 1.09 -1.47
C 1.44 0.11 -1.47
C 0.17 0.37 0.72
C 0.23 0.49 -0.66
N -1.56 -1.64 0.54
C -1.57 -0.52 1.36
N -1.01 0.66 1.38
H -1.78 -2.53 0.97
H -1.05 -1.81 -0.32
H -2.34 -0.66 2.14
H 1.20 0.47 2.61
H 2.24 0.80 1.23
H 1.73 -0.86 1.57
H -0.49 1.96 -2.02
H -1.26 0.37 -2.20
H 1.15 -0.39 -2.39
H 2.12 -0.55 -0.93
H 1.99 1.02 -1.74
H -1.72 1.44 -0.87
```

# 8
Density functional theory data (wB97M-V/def2-TZVPD) for an isolated molecule of C6H12N2 in a non-equilibrium geometry.

As for the charge: 0. The calculation puts the energy at -345.21408 a.u. The gap between HOMO and LUMO (alpha / beta) comes out at 0.276 / 0.276 hartree. As for the spin multiplicity: 1.

Structure (XYZ):
```
20
C6H12N2 | OMol25 | wB97M-V/def2-TZVPD
C 1.45 -0.92 -0.64
C -0.23 -1.20 1.20
C -1.15 -0.56 -1.16
C 0.25 1.07 0.27
C 0.18 -0.37 -0.01
N 1.35 1.84 -0.12
C -2.02 1.74 0.40
N -0.82 1.65 0.72
H 2.25 1.49 0.16
H 1.23 2.83 0.06
H -2.72 1.95 1.21
H 1.30 -1.96 -0.95
H 1.75 -0.34 -1.51
H -1.12 -0.80 1.67
H 0.57 -1.21 1.95
H -0.43 -2.23 0.91
H 2.28 -0.92 0.07
H -0.95 -1.60 -1.42
H -2.17 -0.55 -0.77
H -1.00 0.07 -2.03
```

# 9
Density functional theory data (wB97M-V/def2-TZVPD) for a structure of composition C6H12N2 in a non-equilibrium geometry.

As for the charge: 0. The calculation puts the energy at -345.13431 a.u. The gap between HOMO and LUMO comes out at 0.348 hartree. As for the spin multiplicity: 1.

Structure (XYZ):
```
20
C6H12N2 | OMol25 | wB97M-V/def2-TZVPD
C 1.99 -0.91 0.10
C 0.51 -0.35 -0.17
C 0.58 1.12 -0.30
C -1.77 -0.50 -0.57
C -1.51 -0.81 0.90
C -0.25 -0.53 1.07
H 1.88 -2.01 -0.13
H 2.79 -0.48 -0.71
H 2.62 -0.57 1.03
H 0.84 1.09 -1.36
H 1.82 1.20 0.22
H -0.99 1.70 0.81
H -0.12 2.86 -0.11
H -0.54 -1.81 -1.33
H -2.06 0.56 -1.07
H -2.56 -1.11 -0.96
H -2.36 -0.60 1.63
H 0.03 -0.06 2.19
N -0.43 2.00 0.00
N -0.44 -0.79 -1.24
```

# 10
Density functional theory data (wB97M-V/def2-TZVPD) for a cluster of 2 separate species, C6H12N2 in total in a non-equilibrium geometry.

As for the SMILES: Cc1c[nH]cn1.CC. As for the charge: 0. The calculation puts the energy at -345.31705 a.u. The gap between HOMO and LUMO comes out at 0.346 hartree. As for the spin multiplicity: 1.

Structure (XYZ):
```
20
C6H12N2 | OMol25 | wB97M-V/def2-TZVPD
C -1.05 3.86 -0.33
C -0.72 2.41 -0.71
H -1.33 4.41 -1.23
H -1.91 3.92 0.33
H -0.17 4.33 0.10
H -1.59 1.76 -0.62
H 0.08 2.02 -0.06
H -0.29 2.31 -1.71
C 2.19 -1.64 1.27
C -1.17 -1.12 0.30
C 0.93 -1.52 0.48
C 0.72 -1.12 -0.82
N -0.27 -1.52 1.16
N -0.62 -0.89 -0.92
H -2.22 -1.24 0.50
H -1.06 -0.32 -1.62
H 1.42 -0.97 -1.62
H 2.97 -2.24 0.79
H 2.01 -2.04 2.26
H 2.67 -0.66 1.39
```

# 11
Density functional theory data (wB97M-V/def2-TZVPD) for a cluster of 2 separate species, C6H12N2 in total in a non-equilibrium geometry.

As for the SMILES: Cc1c[nH]cn1.CC. As for the charge: 0. The calculation puts the energy at -345.27049 a.u. The gap between HOMO and LUMO comes out at 0.340 hartree. As for the spin multiplicity: 1.

Structure (XYZ):
```
20
C6H12N2 | OMol25 | wB97M-V/def2-TZVPD
C 0.92 -2.03 1.39
C 1.91 0.95 -0.26
C 1.38 -1.02 0.49
C 1.72 -1.27 -0.87
N 1.40 0.29 0.77
N 2.21 -0.01 -1.28
H 1.89 1.94 -0.42
H 2.63 0.02 -2.15
H 1.93 -2.12 -1.56
H 0.42 -2.88 1.06
H 0.35 -1.59 2.31
H 1.82 -2.60 1.91
C -2.32 0.96 0.53
C -2.30 1.52 -0.94
H -1.91 -0.04 0.66
H -1.68 1.67 1.19
H -3.28 1.04 1.01
H -3.13 1.07 -1.40
H -2.56 2.67 -0.86
H -1.40 1.42 -1.57
```

# 12
Density functional theory data (wB97M-V/def2-TZVPD) for a cluster of 2 separate species, C6H12N2 in total in a non-equilibrium geometry.

As for the SMILES: Cc1c[nH]cn1.CC. As for the charge: 0. The calculation puts the energy at -345.22293 a.u. The gap between HOMO and LUMO comes out at 0.337 hartree. As for the spin multiplicity: 1.

Structure (XYZ):
```
20
C6H12N2 | OMol25 | wB97M-V/def2-TZVPD
C -0.17 -1.25 2.65
C 0.02 -2.37 1.63
H -0.92 -1.55 3.51
H 0.57 -1.00 3.50
H -0.32 -0.15 2.26
H 0.99 -2.38 1.10
H -0.02 -3.40 2.15
H -0.85 -2.05 1.02
C -0.30 2.33 0.04
C -0.74 0.15 -2.76
C 0.06 1.54 -1.20
C 1.18 1.06 -1.90
N -1.07 0.90 -1.67
N 0.67 0.03 -2.69
H -1.49 -0.22 -3.34
H 1.32 -0.68 -3.12
H 2.23 1.39 -1.86
H -1.19 1.96 0.46
H -0.42 3.40 -0.51
H 0.45 2.27 0.73
```